Density functional theory data (ωB97M-V with the def2-TZVPD basis set) for a molecular structure, C17H20Cl4O3Re at a distorted geometry.

* total energy: -2804.6094 a.u.
* total charge: -2
* 2S+1: 4
* HOMO-LUMO gap (spin up / spin down): 4.69 / 4.41 eV
* ΔE to the lowest compared entry with this formula, charge and spin: 0.000 eV
* expectation value of S²: 3.775

Each line ends with the Löwdin spin population.
Cartesian coordinates (Å):
Re 0.12699 -0.80757 0.15356  2.05
Cl 2.95011 -1.16370 1.08801  0.11
Cl 1.61667 0.70960 -1.10521  0.15
Cl 0.08359 -1.13283 2.48016  0.15
Cl 2.22231 6.84084 2.96754  0.00
O -0.26110 1.11667 0.89969  0.04
O -1.19309 2.35876 -0.77151  0.01
O -2.43127 -0.23766 1.39830  0.08
C -0.90416 -2.64586 0.07296  0.03
C 0.72587 5.75424 0.99072  0.00
C 0.66912 -2.08007 -1.55001  0.01
C 1.36483 -3.91224 0.17103  0.01
C 1.73309 4.22020 2.59129  0.00
C -0.46897 2.23166 0.21789  0.01
C -2.87070 -1.17293 -0.76156  0.14
C 1.51883 5.52361 2.13250  0.00
C 1.14369 3.14465 1.92883  0.00
C -1.49812 -1.66160 -0.80773  0.05
C -0.51025 -1.29950 -1.80870  0.05
C -1.61762 -3.41411 1.12674  0.01
C 0.12526 4.66844 0.34370  0.00
C 0.44139 -2.87260 -0.37786  0.04
C 1.88285 -2.19655 -2.41450  0.00
C 0.29770 3.37152 0.82987  0.00
C -0.79363 -0.37910 -2.94964  0.01
H -1.36153 0.48974 -2.60243  0.00
H 1.89901 -3.19129 -2.88364  0.00
H 1.12093 -4.89399 -0.25761  0.00
H 1.86967 -1.43234 -3.19517  0.00
H -1.85409 0.56371 1.35347  0.00
H 2.34893 4.03977 3.47153  0.00
H -2.86131 -0.33126 0.44680  0.01
H 0.13872 -0.03074 -3.39834  0.00
H -1.93314 -4.39062 0.74464  0.00
H -0.96264 -3.57865 1.98211  0.00
H 2.39733 -3.64852 -0.06528  0.00
H -3.16200 -0.54952 -1.60116  0.01
H -0.49101 4.82048 -0.54205  0.00
H 1.27804 -3.96971 1.25961  0.00
H 0.58324 6.76462 0.64274  0.00
H 2.78840 -2.08579 -1.81071  0.00
H -3.58323 -1.90719 -0.39186  0.01
H 1.31878 2.12221 2.25822  0.00
H -1.39139 -0.89412 -3.71323  0.00
H -2.49611 -2.86062 1.45630  0.00

Density functional theory data (ωB97M-V with the def2-TZVPD basis set) for a molecular structure, C17H20ClN4O5Zr at a distorted geometry.

* total energy: -1761.4726 a.u.
* total charge: +3
* HOMO-LUMO gap: 7.49 eV

Each line ends with the natural charge from an NBO analysis.
Cartesian coordinates (Å):
Zr -0.60835 -0.21317 0.87398  2.52
Cl -4.60464 2.82748 3.76738  0.15
O 2.92906 -2.41743 1.83521  -0.55
O -2.29901 -0.96725 0.36235  -0.82
O 0.20821 0.39679 -0.80258  -0.84
O 1.33432 -0.81745 1.78421  -0.71
O -3.62621 -2.62672 -0.40504  -0.38
N -1.21101 1.18213 2.41689  -0.67
N 0.68909 0.18480 -2.99985  -0.36
N 1.24843 2.10156 -1.86154  -0.37
N -0.40292 -2.45429 0.91154  -0.54
C 1.75675 -1.98570 1.58109  0.84
C -0.24503 1.93256 3.03207  0.02
C -1.39546 -4.57414 0.44959  -0.12
C 0.72329 0.87720 -1.91907  0.81
C -1.44821 -3.15881 0.45268  0.13
C -2.65902 -2.29513 0.13175  0.76
C -2.91713 2.57678 3.46726  -0.06
C 1.33359 2.80981 -0.61990  -0.43
C -2.51428 1.50117 2.70076  0.06
C -0.22085 -0.94471 -3.11822  -0.41
C 0.94827 -4.35629 1.01232  -0.12
C -0.59331 3.01292 3.78480  -0.21
C -1.93557 3.41297 3.98764  -0.07
C 1.49132 2.98482 -3.03399  -0.42
C 1.62336 0.30749 -4.17593  -0.42
C 0.78446 -2.99837 1.13900  0.05
C -0.17262 -5.11239 0.75049  -0.11
H 3.54939 -1.69850 2.13707  0.55
H 1.57879 2.14163 0.19835  0.19
H -3.25030 0.86090 2.22310  0.25
H 2.63034 0.67646 -3.84277  0.24
H -2.11947 4.33795 4.52606  0.29
H 0.19485 -1.73026 -2.49886  0.20
H 0.44072 3.38988 -0.33769  0.22
H 1.20035 0.89663 -4.99347  0.24
H 1.72747 -0.69129 -4.56672  0.24
H 2.13094 3.64414 -0.69840  0.27
H 0.23957 3.60440 4.25348  0.28
H 0.80325 1.73580 2.84033  0.23
H 1.05494 3.96349 -2.76219  0.24
H -0.02679 -6.20431 0.65298  0.29
H -1.19139 -0.70238 -2.77326  0.22
H -2.28722 -5.13948 0.16706  0.30
H 0.91380 2.69920 -3.89324  0.23
H -0.30449 -1.25990 -4.14614  0.26
H 2.57818 3.09850 -3.23798  0.25
H 1.92056 -4.80951 1.24739  0.29

Density functional theory data (ωB97M-V with the def2-TZVPD basis set) for a molecular structure, C17H20F3O3Ru at a distorted geometry.

* total energy: -1279.6282 a.u.
* total charge: -2
* 2S+1: 6
* HOMO-LUMO gap (spin up / spin down): 3.40 / 5.65 eV
* ΔE to the lowest compared entry with this formula, charge and spin: 1.343 eV
* expectation value of S²: 8.794

Each line ends with the Löwdin spin population.
Cartesian coordinates (Å):
Ru -0.37852 0.92595 0.87915  2.38
F 0.75950 4.71042 -2.37149  0.00
F 2.74083 4.36381 -1.40179  0.00
F 0.87725 3.95124 -0.31281  0.00
O 0.31394 -0.31342 -0.98185  0.24
O 0.86193 1.75530 -1.46249  0.05
O 2.13752 2.35010 -3.26742  0.00
C 0.66691 1.90215 2.33523  0.05
C 0.67908 -0.44246 2.23348  0.12
C -2.11262 1.73893 1.37156  0.03
C 1.77816 1.48460 1.51059  0.17
C -1.80824 2.41305 0.12217  0.11
C 1.47956 3.89670 -1.55149  0.00
C 1.53659 2.48093 -2.21605  0.00
C -1.21854 -3.38011 0.36426  0.08
C -2.37473 0.34090 1.05449  0.07
C 1.31485 -3.58858 0.20663  0.08
C -0.02672 -3.75550 -0.47236  0.59
C -2.30878 0.18518 -0.36985  0.22
C -1.93965 1.45071 -0.93223  0.20
C 0.20158 -1.27684 -1.96362  0.06
C 1.76730 0.05463 1.43807  0.19
C -0.01723 -2.88377 -1.74444  0.07
C 0.02012 0.69299 2.83473  0.05
H -1.98652 -2.83740 -0.19740  0.00
H -0.92492 -3.08283 -2.34565  0.01
H 1.82149 -4.55291 0.23672  0.02
H -1.70160 -4.28088 0.74622  0.02
H -1.55667 3.45508 0.02678  0.01
H 0.39738 2.92354 2.58515  0.01
H 0.42951 -1.48267 2.42108  0.01
H 0.74770 -3.30615 -2.43676  0.01
H 1.99789 -2.92202 -0.33959  0.01
H -2.53154 -0.71835 -0.90831  0.02
H -0.78703 0.65009 3.54632  0.01
H -2.67763 -0.42318 1.77224  0.01
H 1.31169 -3.19376 1.22453  0.01
H -0.59460 -0.88465 -2.65213  0.00
H 1.17699 -1.10791 -2.47676  0.01
H -1.78205 1.65347 -1.97596  0.01
H -1.03453 -2.74220 1.23378  0.01
H 2.47799 2.14110 1.03529  0.02
H -2.19624 2.21000 2.33298  0.01
H 2.46260 -0.55528 0.86901  0.02

Please write out number 3 again, unchanged.
Density functional theory data (ωB97M-V with the def2-TZVPD basis set) for a molecular structure, C17H20F3O3Ru at a distorted geometry.

* total energy: -1279.6282 a.u.
* total charge: -2
* 2S+1: 6
* HOMO-LUMO gap (spin up / spin down): 3.40 / 5.65 eV
* ΔE to the lowest compared entry with this formula, charge and spin: 1.343 eV
* expectation value of S²: 8.794

Each line ends with the Löwdin spin population.
Cartesian coordinates (Å):
Ru -0.37852 0.92595 0.87915  2.38
F 0.75950 4.71042 -2.37149  0.00
F 2.74083 4.36381 -1.40179  0.00
F 0.87725 3.95124 -0.31281  0.00
O 0.31394 -0.31342 -0.98185  0.24
O 0.86193 1.75530 -1.46249  0.05
O 2.13752 2.35010 -3.26742  0.00
C 0.66691 1.90215 2.33523  0.05
C 0.67908 -0.44246 2.23348  0.12
C -2.11262 1.73893 1.37156  0.03
C 1.77816 1.48460 1.51059  0.17
C -1.80824 2.41305 0.12217  0.11
C 1.47956 3.89670 -1.55149  0.00
C 1.53659 2.48093 -2.21605  0.00
C -1.21854 -3.38011 0.36426  0.08
C -2.37473 0.34090 1.05449  0.07
C 1.31485 -3.58858 0.20663  0.08
C -0.02672 -3.75550 -0.47236  0.59
C -2.30878 0.18518 -0.36985  0.22
C -1.93965 1.45071 -0.93223  0.20
C 0.20158 -1.27684 -1.96362  0.06
C 1.76730 0.05463 1.43807  0.19
C -0.01723 -2.88377 -1.74444  0.07
C 0.02012 0.69299 2.83473  0.05
H -1.98652 -2.83740 -0.19740  0.00
H -0.92492 -3.08283 -2.34565  0.01
H 1.82149 -4.55291 0.23672  0.02
H -1.70160 -4.28088 0.74622  0.02
H -1.55667 3.45508 0.02678  0.01
H 0.39738 2.92354 2.58515  0.01
H 0.42951 -1.48267 2.42108  0.01
H 0.74770 -3.30615 -2.43676  0.01
H 1.99789 -2.92202 -0.33959  0.01
H -2.53154 -0.71835 -0.90831  0.02
H -0.78703 0.65009 3.54632  0.01
H -2.67763 -0.42318 1.77224  0.01
H 1.31169 -3.19376 1.22453  0.01
H -0.59460 -0.88465 -2.65213  0.00
H 1.17699 -1.10791 -2.47676  0.01
H -1.78205 1.65347 -1.97596  0.01
H -1.03453 -2.74220 1.23378  0.01
H 2.47799 2.14110 1.03529  0.02
H -2.19624 2.21000 2.33298  0.01
H 2.46260 -0.55528 0.86901  0.02

Question: What is the total charge in the third record?
Answer: -2

Question: Look up the total charge of the third one.
Answer: -2

Question: Which formula does entry 3 have?
Answer: C17H20F3O3Ru